Entry 1:
Entry from OMol25: a single C6H12O molecule (ωB97M-V/def2-TZVPD).

For the frontier orbital gap, the calculation gives 0.4100 hartree. The value obtained for the energy above the lowest of the compared OMol25 structures with the same formula, charge and spin is 1.0931 eV. The SMILES is CC(C)[C@H]1O[C@H]1C. Its HOMO energy is -10.04 eV.

Structure (XYZ):
```
19
C6H12O (ωB97M-V/def2-TZVPD)
C 0.221 2.091 -0.726
C 0.036 0.583 -0.547
C 0.608 -0.204 -1.727
C 0.690 0.147 0.745
O -0.048 0.344 1.946
C 0.258 -0.994 1.561
C -0.892 -1.906 1.221
H -0.294 2.450 -1.624
H -0.174 2.636 0.138
H 1.285 2.342 -0.827
H -1.038 0.379 -0.466
H 1.694 -0.064 -1.801
H 0.167 0.132 -2.672
H 0.413 -1.278 -1.624
H 1.743 0.438 0.824
H 1.019 -1.455 2.197
H -1.552 -1.475 0.464
H -1.489 -2.105 2.118
H -0.513 -2.864 0.849
```

---

Entry 2:
Entry from OMol25: 6 unconnected molecules or ions with the total composition C38H88BrFN4O19PS5 in a non-equilibrium geometry (ωB97M-V/def2-TZVPD).

For the frontier orbital gap, the calculation gives 0.3083 hartree. Its charge is +1. Its HOMO energy is -11.24 eV.

Structure (XYZ):
```
157
C38H88BrFN4O19PS5 (ωB97M-V/def2-TZVPD)
C 4.180 -2.239 2.182
O 3.582 -1.559 1.072
C 4.099 -2.105 -0.150
C 3.994 -1.040 -1.290
C 2.517 -0.778 -1.792
C 1.808 -2.154 -2.146
C 0.877 -1.917 -3.412
C -0.611 -1.790 -2.931
C -0.804 -0.672 -1.812
N -2.265 -0.575 -1.565
C -2.694 -1.645 -0.593
C -4.243 -1.264 -0.588
C -4.899 -1.581 -2.006
C -4.681 -3.079 -2.476
C -6.007 -3.940 -2.524
F -6.248 -4.282 -3.861
P -4.878 -2.352 0.811
N -4.039 -2.009 2.126
O -4.617 -3.998 0.511
O -6.528 -2.154 0.995
N -4.059 0.207 -0.309
O -5.124 0.763 -1.013
C -5.809 1.805 -0.284
C -6.152 1.471 1.217
C -7.708 1.780 1.412
C -5.352 2.382 2.257
C -4.266 1.453 2.991
C -6.227 3.014 3.407
C -2.750 0.572 -0.893
N -2.106 1.694 -0.790
C -2.636 2.854 -0.037
C -1.388 3.735 0.399
C -0.668 4.429 -0.809
Br -0.142 2.533 1.377
H 5.304 -2.228 2.137
H 3.827 -3.305 2.195
H 3.900 -1.758 3.147
H 3.632 -3.097 -0.401
H 5.197 -2.298 0.021
H 4.595 -1.331 -2.207
H 4.350 -0.066 -0.857
H 2.606 -0.108 -2.694
H 1.893 -0.212 -1.052
H 1.142 -2.469 -1.306
H 2.525 -2.985 -2.337
H 0.983 -2.812 -4.087
H 1.199 -1.038 -4.023
H -1.283 -1.502 -3.787
H -0.992 -2.769 -2.546
H -0.340 0.257 -2.222
H -0.312 -0.981 -0.846
H -2.297 -1.238 0.379
H -2.410 -2.692 -0.816
H -6.010 -1.415 -1.985
H -4.435 -0.934 -2.796
H -4.286 -3.053 -3.529
H -3.931 -3.655 -1.885
H -5.800 -4.901 -1.985
H -6.852 -3.390 -2.044
H -3.564 -2.876 2.399
H -5.457 -4.442 0.307
H -6.658 -2.155 1.962
H -5.303 2.809 -0.351
H -6.789 1.947 -0.816
H -5.997 0.408 1.512
H -7.928 2.874 1.289
H -8.276 1.281 0.572
H -8.120 1.353 2.352
H -4.882 3.227 1.692
H -4.749 1.043 3.909
H -4.003 0.648 2.263
H -3.324 2.020 3.199
H -6.786 3.892 2.993
H -5.510 3.446 4.162
H -6.873 2.290 3.953
H -1.189 1.816 -1.226
H -3.077 2.461 0.908
H -3.355 3.445 -0.656
H -1.728 4.501 1.138
H -0.446 3.726 -1.662
H -1.296 5.254 -1.229
H 0.334 4.815 -0.483
O 5.764 -0.465 5.363
S 4.887 0.092 6.358
O 4.842 1.502 6.626
O 5.102 -0.695 7.746
C 6.430 -0.787 8.277
C 6.861 0.505 8.945
C 3.240 -0.470 6.043
H 7.137 -1.083 7.497
H 6.414 -1.587 9.017
H 6.978 1.307 8.214
H 7.815 0.373 9.457
H 6.112 0.834 9.668
H 3.259 -1.547 5.890
H 2.885 0.033 5.144
H 2.611 -0.208 6.891
O 4.869 -2.572 -4.667
S 5.677 -1.700 -5.478
O 5.613 -0.271 -5.345
O 5.475 -2.087 -7.028
C 4.142 -2.127 -7.550
C 3.605 -0.736 -7.829
C 7.367 -2.203 -5.345
H 3.482 -2.678 -6.876
H 4.191 -2.688 -8.483
H 3.456 -0.178 -6.903
H 2.647 -0.792 -8.349
H 4.308 -0.166 -8.439
H 7.426 -3.278 -5.497
H 7.713 -1.943 -4.346
H 7.951 -1.670 -6.093
O -0.273 7.199 2.805
S 0.938 7.589 3.478
O 2.016 8.225 2.776
O 1.518 6.317 4.279
C 1.728 5.107 3.547
C 2.997 5.166 2.716
C 0.523 8.569 4.890
H 0.860 4.879 2.925
H 1.819 4.306 4.282
H 2.904 5.895 1.909
H 3.210 4.192 2.271
H 3.846 5.470 3.330
H -0.258 8.063 5.453
H 0.166 9.533 4.532
H 1.416 8.704 5.498
O 7.782 -1.154 2.519
S 8.974 -0.744 3.211
O 10.041 -0.061 2.533
O 9.586 -2.014 3.995
C 9.844 -3.209 3.251
C 11.119 -3.101 2.436
C 8.517 0.195 4.637
H 8.989 -3.461 2.618
H 9.951 -4.013 3.982
H 11.012 -2.370 1.634
H 11.369 -4.063 1.985
H 11.951 -2.775 3.062
H 7.745 -0.345 5.180
H 8.134 1.155 4.294
H 9.399 0.345 5.257
O -8.793 -2.164 -8.734
S -9.633 -1.575 -7.729
O -9.593 -0.167 -7.445
O -9.442 -2.387 -6.349
C -8.115 -2.550 -5.841
C -7.613 -1.285 -5.170
C -11.310 -2.046 -8.031
H -7.435 -2.874 -6.633
H -8.157 -3.353 -5.105
H -7.468 -0.484 -5.897
H -6.657 -1.468 -4.673
H -8.336 -0.926 -4.433
H -11.350 -3.120 -8.195
H -11.648 -1.516 -8.921
H -11.916 -1.759 -7.174
```

---

Entry 3:
Entry from OMol25: a gas-phase ion, C7H13N6O2 (charge +1) in a non-equilibrium geometry (ωB97M-V/def2-TZVPD).

For the frontier orbital gap, the calculation gives 0.3228 hartree. The value obtained for the energy above the lowest of the compared OMol25 structures with the same formula, charge and spin is 4.4446 eV. The SMILES is N/C=C(/C(=[NH2+])N/C(=N/N)C1CC1)[N+](=O)[O-]. Its charge is +1. Its HOMO energy is -12.34 eV.

Structure (XYZ):
```
28
C7H13N6O2 (ωB97M-V/def2-TZVPD)
N -2.687 1.850 -1.491
C -2.086 0.797 -0.973
C -2.600 -0.166 -0.189
C -1.797 -1.280 0.364
N -2.399 -2.432 0.728
N -0.516 -1.121 0.610
C 0.252 0.069 0.909
N -0.084 0.635 1.946
N 0.579 1.666 2.489
C 1.548 0.208 0.173
C 2.421 -0.805 -0.577
C 1.827 0.315 -1.335
N -3.979 -0.176 0.101
O -4.512 -1.068 0.694
O -4.639 0.751 -0.337
H -3.698 1.887 -1.406
H -2.097 2.497 -2.082
H -1.028 0.670 -1.281
H -3.220 -2.768 0.391
H -1.785 -3.229 1.094
H -0.070 -2.033 1.091
H 0.147 2.039 3.388
H 1.588 1.764 2.203
H 2.111 0.961 0.606
H 2.015 -1.817 -0.695
H 3.488 -0.784 -0.425
H 2.514 1.145 -1.747
H 1.101 0.190 -2.092
```

---

Entry 4:
Entry from OMol25: a molecular structure, C28H49N7O2S3Si2V in a non-equilibrium geometry (ωB97M-V/def2-TZVPD).

For the frontier orbital gap (alpha / beta), the calculation gives 0.2628 / 0.2786 hartree. Its charge is +1. Its expectation value of S² is 2.022. The spin multiplicity is 3. Its HOMO energy (alpha / beta) is -9.69 / -10.08 eV.

Structure (XYZ):
```
92
C28H49N7O2S3Si2V (ωB97M-V/def2-TZVPD)
V -0.103 -0.517 -0.538
C 2.458 -0.714 1.673
C 1.629 -1.403 2.753
S -0.152 -1.571 2.434
C -0.408 -3.278 2.944
C 0.228 -4.357 2.062
S 0.110 -4.067 0.274
C 1.836 -4.273 -0.203
C 2.833 -3.276 0.378
S 2.441 -1.542 0.046
H 3.492 -0.670 2.030
H 2.800 1.107 0.615
H 1.781 -0.863 3.690
H 2.022 -2.406 2.922
H -1.491 -3.392 2.971
H -0.062 -3.410 3.972
H -0.243 -5.313 2.293
H 1.284 -4.467 2.308
H 1.829 -4.213 -1.288
H 2.166 -5.278 0.069
H 3.817 -3.479 -0.047
H 2.929 -3.402 1.455
C -3.500 -2.320 1.167
Si -3.270 -1.319 -0.393
C -4.918 -0.606 -0.926
C -2.735 -2.509 -1.740
N -2.014 -0.116 -0.206
C -2.179 1.155 0.349
C -3.363 1.626 0.937
C -3.452 2.907 1.452
C -2.366 3.772 1.417
C -1.176 3.321 0.870
C -1.085 2.043 0.345
N 0.163 1.535 -0.196
Si 1.214 2.590 -1.248
C 2.300 1.448 -2.243
C 2.277 3.751 -0.252
C 0.088 3.583 -2.354
H -4.449 -2.859 1.153
H -3.478 -1.694 2.061
H -2.703 -3.061 1.242
H -5.464 -1.389 -1.459
H -4.808 0.241 -1.606
H -5.548 -0.287 -0.097
H -3.441 -3.343 -1.719
H -1.745 -2.943 -1.588
H -2.783 -2.067 -2.737
H -4.220 0.974 1.006
H -4.384 3.231 1.896
H -2.438 4.770 1.824
H -0.302 3.959 0.867
H 2.702 0.608 -1.674
H 3.154 2.016 -2.617
H 1.765 1.048 -3.105
H 1.699 4.416 0.388
H 2.820 4.375 -0.968
H 3.006 3.244 0.376
H 0.015 3.138 -3.345
H 0.509 4.583 -2.468
H -0.918 3.699 -1.952
C 0.874 -3.204 -4.986
N 0.186 -2.010 -4.500
C -0.557 -1.231 -5.325
C -1.252 -0.171 -4.869
C -1.184 0.102 -3.468
N -0.388 -0.612 -2.668
C 0.258 -1.725 -3.150
O 0.880 -2.447 -2.385
N -1.922 1.065 -2.928
H 0.939 -3.144 -6.069
H 0.328 -4.100 -4.694
H 1.873 -3.240 -4.559
H -0.568 -1.522 -6.366
H -1.862 0.425 -5.529
H -2.546 1.607 -3.500
H -2.013 1.109 -1.920
N 0.761 0.547 0.659
C 2.029 0.736 1.311
N 1.951 1.713 2.367
C 0.861 1.663 3.334
C 0.809 2.998 4.052
O 2.036 3.267 4.707
C 3.099 3.316 3.778
C 3.220 2.010 3.010
H 1.001 0.876 4.090
H -0.080 1.469 2.822
H 0.037 2.994 4.820
H 0.589 3.797 3.332
H 4.006 3.516 4.348
H 2.937 4.139 3.069
H 3.535 1.209 3.699
H 3.997 2.113 2.245
```

---

Entry 5:
Entry from OMol25: a molecular structure, C14H14N2O3PbS in a non-equilibrium geometry (ωB97M-V/def2-TZVPD).

For the frontier orbital gap, the calculation gives 0.1388 hartree. The value obtained for the energy above the lowest of the compared OMol25 structures with the same formula, charge and spin is 0.0000 eV. Its charge is -2. Its HOMO energy is 0.60 eV.

Structure (XYZ):
```
35
C14H14N2O3PbS (ωB97M-V/def2-TZVPD)
C -0.340 1.517 -4.100
C 1.057 1.795 -3.975
C 1.235 2.644 -2.837
C -0.049 2.876 -2.253
C -1.021 2.194 -3.045
Pb 1.013 -0.437 -1.353
N -0.882 -1.363 -2.137
C -0.251 -2.684 -2.499
C 1.215 -2.484 -2.706
H 2.179 3.070 -2.495
H 1.840 1.446 -4.646
H -0.253 3.487 -1.375
H -2.099 2.214 -2.888
H -0.802 0.907 -4.874
H 1.490 -2.103 -3.688
H -0.415 -3.476 -1.729
H -1.687 -1.538 -1.533
H 1.876 -3.198 -2.225
H -0.717 -3.055 -3.443
O 0.937 -1.897 0.865
C 0.346 -0.947 1.453
N -0.078 0.139 0.758
S -0.726 1.395 1.647
O 0.148 2.541 1.583
O -2.124 1.557 1.352
C -0.487 0.467 3.154
C -0.771 0.889 4.450
C -0.469 0.020 5.508
C 0.106 -1.240 5.253
C 0.380 -1.643 3.944
C 0.071 -0.771 2.894
H -1.213 1.870 4.610
H -0.676 0.319 6.535
H 0.339 -1.905 6.090
H 0.827 -2.606 3.705
```

---

Entry 6:
Entry from OMol25: a single CH3I2NS molecule in a non-equilibrium geometry (ωB97M-V/def2-TZVPD).

For the frontier orbital gap, the calculation gives 0.2624 hartree. The value obtained for the energy above the lowest of the compared OMol25 structures with the same formula, charge and spin is 0.2306 eV. Its HOMO energy is -9.06 eV.

Structure (XYZ):
```
8
CH3I2NS (ωB97M-V/def2-TZVPD)
C -0.921 0.054 0.854
N 0.193 0.827 0.448
S 1.463 0.527 -0.471
I 1.705 -2.018 -0.696
I 1.084 1.063 -2.974
H -1.160 0.473 1.795
H -0.647 -1.074 0.913
H -1.716 0.147 0.131
```

---

Entry 7:
Entry from OMol25: a molecular structure, C6H10N2O in a non-equilibrium geometry (ωB97M-V/def2-TZVPD).

For the frontier orbital gap (alpha / beta), the calculation gives 0.2440 / 0.2439 hartree. The value obtained for the energy above the lowest of the compared OMol25 structures with the same formula, charge and spin is 4.5690 eV. Its HOMO energy (alpha / beta) is -7.24 / -7.24 eV.

Structure (XYZ):
```
19
C6H10N2O (ωB97M-V/def2-TZVPD)
C 1.155 -0.455 0.428
C -0.692 1.419 0.862
C 0.220 -1.633 0.169
C -0.029 0.655 -0.261
N 1.517 -0.248 1.774
C -1.600 -1.317 -1.389
C 0.234 1.288 -1.430
N -0.890 -1.000 -0.362
O 0.489 -2.808 0.188
H 2.028 -0.557 -0.223
H 2.518 -0.287 1.921
H 0.750 -0.177 2.427
H -1.145 0.735 1.581
H -1.474 2.067 0.468
H 0.031 2.042 1.385
H -1.350 -2.164 -2.021
H -2.411 -0.664 -1.675
H 0.593 0.757 -2.299
H 0.054 2.345 -1.543
```

---

Entry 8:
Entry from OMol25: 4 unconnected molecules or ions with the total composition C2H12O3S2 in a non-equilibrium geometry (ωB97M-V/def2-TZVPD).

For the frontier orbital gap, the calculation gives 0.3260 hartree. The value obtained for the energy above the lowest of the compared OMol25 structures with the same formula, charge and spin is 0.9235 eV. The SMILES is CCSS.O.O.O. Its HOMO energy is -8.91 eV.

Structure (XYZ):
```
19
C2H12O3S2 (ωB97M-V/def2-TZVPD)
C -0.634 -3.983 -1.575
C 0.135 -2.884 -0.896
S 1.139 -1.954 -2.100
S 2.243 -0.768 -0.807
H -1.161 -3.535 -2.433
H -0.033 -4.758 -2.054
H -1.391 -4.447 -0.946
H -0.527 -2.177 -0.397
H 0.783 -3.202 -0.131
H 1.686 0.416 -1.105
O -1.834 1.748 -0.952
H -0.921 2.052 -0.931
H -2.243 2.211 -0.212
O -0.324 4.661 1.398
H 0.180 5.400 1.041
H -0.201 3.957 0.757
O -2.924 3.579 6.583
H -2.380 3.571 5.787
H -3.797 3.818 6.253
```

---

Number 1: electronic energy -8463.261 eV. Number 2: electronic energy -221909.651 eV. Number 3: electronic energy -20493.718 eV. Number 4: electronic energy -118305.565 eV. Number 5: electronic energy -39947.558 eV. Number 6: electronic energy -29610.743 eV. Number 7: electronic energy -11407.519 eV. Number 8: electronic energy -30081.306 eV.